1.
C24H69NO15 | ωB97M-V/def2-TZVPD

Results
2S+1: 1
HOMO-LUMO gap: 9.1 eV
HOMO: -0.328 Ha
Energy relative to the best compared isomer or geometry (same formula, charge and spin): 89.6 kJ/mol
LUMO energy: 0.00530 hartree
SMILES: COCCNCCOC.OCCO.OCCO.OCCO.OCCO.CCO.CCO.CCO.CCO.CCO

```
109
Properties=species:S:1:pos:R:3:mulliken_charge:R:1
C -8.26569 -3.79414 1.03539 -0.790
O -7.54043 -3.95423 -0.18783 -0.336
C -6.33905 -3.17017 -0.13542 -0.410
C -5.50024 -3.34766 -1.34498 -0.537
N -4.22876 -2.73472 -1.04604 -0.115
C -3.44724 -2.68389 -2.28205 -1.032
C -2.12002 -1.98403 -2.03448 0.865
O -1.35097 -1.88457 -3.00873 -0.524
C -0.14626 -1.08290 -2.83007 0.479
H -8.48407 -2.77949 1.23276 0.332
H -7.72258 -4.12365 1.91358 0.322
H -9.22430 -4.38599 1.07411 0.252
H -5.87384 -3.51602 0.81752 0.276
H -6.69866 -2.19964 -0.02350 0.351
H -6.04099 -2.84586 -2.18057 0.274
H -5.26728 -4.40785 -1.42670 0.288
H -3.77708 -3.33748 -0.36320 0.237
H -3.96734 -2.08145 -3.08247 0.315
H -3.20093 -3.61934 -2.70781 0.509
H -1.57712 -2.67174 -1.33180 -0.182
H -2.18419 -0.99042 -1.57297 -0.209
H 0.43899 -1.40913 -1.93231 -0.254
H -0.26055 -0.03491 -2.68050 -0.585
H 0.48519 -1.18345 -3.71349 0.516
O 1.56628 -2.89127 2.08855 -0.545
C 1.31099 -2.85418 0.70515 1.264
C 1.20097 -4.17849 0.20448 -0.734
O 0.59078 -4.07422 -1.02382 -0.414
H 1.04718 -3.59716 2.36349 0.363
H 0.37448 -2.29101 0.50276 -0.322
H 2.12328 -2.28964 0.20698 -0.738
H 0.46766 -4.77858 0.75657 0.597
H 2.10681 -4.78000 0.22700 0.323
H 0.42219 -4.97794 -1.32248 0.273
O -0.03474 4.51872 -1.65316 -0.497
C -0.02145 5.27251 -0.47570 -0.502
C -0.30661 6.67214 -0.83891 -0.064
O -0.88525 7.31171 0.30824 -0.548
H -0.90812 4.64771 -2.10147 0.318
H -0.87022 4.84043 0.02999 0.248
H 0.93130 5.08962 0.08475 0.199
H -0.97654 6.62707 -1.71019 0.249
H 0.57429 7.20498 -1.22851 0.267
H -0.67050 6.77232 1.10215 0.312
O -3.14849 1.09052 -0.87092 -0.784
C -2.02096 1.84278 -0.44018 0.621
C -1.28471 1.28225 0.71633 -0.345
O -0.68478 0.08856 0.22158 -0.032
H -3.10986 0.25096 -0.45110 0.292
H -1.34972 2.01894 -1.30947 -0.536
H -2.41603 2.78540 -0.11385 0.556
H -1.83547 1.12659 1.59809 0.171
H -0.46991 1.91317 0.98343 0.070
H 0.23440 0.23806 -0.04334 -0.184
O -0.35365 0.46703 5.19128 -0.635
C -0.11857 1.19506 3.98903 -0.920
C 0.71507 0.40483 3.15382 1.080
O 0.01452 -0.80259 2.93983 -0.693
H -0.84361 -0.32002 5.00124 0.330
H -1.06563 1.39869 3.53511 0.397
H 0.37442 2.18338 4.13962 0.298
H 1.68212 0.20045 3.63029 0.234
H 0.99682 0.85494 2.18931 -0.419
H 0.59219 -1.49510 2.61765 0.248
C 4.49497 -2.77019 -0.98249 -0.808
C 4.75435 -3.09639 0.39938 0.058
O 5.97858 -2.46579 0.78708 -0.582
H 5.36873 -3.03131 -1.58171 0.424
H 4.12972 -1.77044 -1.15939 -0.101
H 3.65227 -3.36445 -1.35759 0.244
H 4.95183 -4.17953 0.55386 0.456
H 3.96386 -2.94490 1.17042 0.023
H 6.57633 -3.09400 1.20111 0.321
C 3.43229 4.13981 0.88828 -1.536
C 2.93576 3.00302 1.59509 1.831
O 2.69801 3.31083 2.94604 -0.603
H 2.78930 5.04415 1.04267 0.281
H 3.48933 3.91547 -0.15626 0.285
H 4.46077 4.50296 1.08489 0.455
H 3.59210 2.15630 1.44614 -0.331
H 1.90623 2.79335 1.14938 -0.820
H 3.53090 3.35358 3.38246 0.345
C 4.44263 0.43858 3.77710 -1.294
C 4.27243 -0.71779 2.93095 0.653
O 4.57989 -0.27540 1.64154 -0.512
H 4.17837 0.07430 4.77485 0.440
H 3.83132 1.32053 3.59483 -0.030
H 5.47776 0.73029 3.85413 0.455
H 3.21604 -1.03280 2.89689 -0.267
H 4.89779 -1.53395 3.20740 0.404
H 5.11467 -0.95360 1.21932 0.292
C 1.53641 1.87913 -1.63598 0.255
C 2.52027 0.84557 -1.30439 -0.143
O 2.08802 0.13184 -0.18267 0.910
H 1.42343 2.64330 -0.87653 -0.322
H 0.59435 1.53337 -1.83442 -1.404
H 1.76853 2.38849 -2.58322 0.569
H 3.53412 1.34023 -1.08877 0.379
H 2.75462 0.10767 -2.12622 0.286
H 2.85023 -0.07772 0.30238 -0.542
C -1.85417 1.20876 -4.45201 -0.695
C -3.16561 0.92324 -4.00871 0.623
O -3.49922 2.13011 -3.32656 -0.669
H -1.79243 1.98178 -5.28794 0.342
H -1.36875 0.32006 -4.87130 0.269
H -1.26534 1.54736 -3.62585 -0.172
H -3.13436 0.06436 -3.26892 -0.391
H -3.91902 0.78560 -4.82897 0.330
H -3.44484 1.94831 -2.39834 0.453
```



2.
C11H21N2O2 | ωB97M-V/def2-TZVPD

Results
2S+1: 1
HOMO-LUMO gap (alpha / beta): 6.2 / 6.1 eV
HOMO (alpha / beta): -0.429 / -0.429 Ha
Energy relative to the best compared isomer or geometry (same formula, charge and spin): 360.9 kJ/mol
Net charge: +1
LUMO energy (alpha / beta): -0.20289 / -0.20293 hartree

```
36
Properties=species:S:1:pos:R:3:mulliken_charge:R:1
C -0.64651 0.89673 -0.79881 0.654
C 3.67039 -1.00529 1.00217 -0.732
C 2.52545 -1.10438 -0.09410 0.320
C 2.37749 0.46031 0.23404 -0.345
C 0.64639 2.97972 -1.34564 -1.386
C -0.16203 2.53326 1.00057 -1.139
C -3.26914 -0.44951 -0.36884 -1.679
C -1.44449 -2.10360 -0.69841 -1.273
C -1.94553 -1.43818 1.65787 -1.636
C 0.11746 2.21570 -0.39848 1.024
C -1.89362 -0.92452 0.15126 1.139
N 3.25858 0.31301 1.13810 0.076
N 2.89315 -1.45536 -1.40239 -0.553
O -0.75886 0.64493 -1.98816 -0.557
O -1.01886 0.21022 0.22850 -0.021
H 3.54073 -1.77841 1.81808 0.344
H 4.59172 -1.15166 0.42418 0.281
H 1.69481 -1.57590 0.35009 0.080
H 1.25187 3.84017 -1.10000 0.482
H -0.33296 3.42354 -1.75841 0.364
H 1.24172 2.59952 -2.21160 0.282
H 0.43907 1.84312 1.62251 0.281
H 0.14748 3.60383 1.15910 0.430
H -1.26767 2.48697 1.34439 0.296
H -3.58278 0.38681 0.20599 0.422
H -3.08694 -0.26180 -1.39042 0.496
H -3.93813 -1.37103 -0.31852 0.386
H -1.97652 -2.93234 -0.33549 0.570
H -0.31207 -2.24570 -0.40201 0.138
H -1.58130 -1.85249 -1.75595 0.365
H -2.13317 -2.52684 1.77738 0.334
H -1.04931 -1.22810 2.17498 0.408
H -2.69154 -0.91680 2.15910 0.471
H 3.57413 0.94074 1.85185 0.217
H 3.83757 -1.17759 -1.70005 0.214
H 2.29438 -1.23482 -2.17230 0.247
```



3.
C24H42CrN4O3PS3 | ωB97M-V/def2-TZVPD

Results
2S+1: 4
HOMO-LUMO gap (alpha / beta): 8.1 / 8.5 eV
HOMO (alpha / beta): -0.497 / -0.502 Ha
Energy relative to the best compared isomer or geometry (same formula, charge and spin): 0.0 kJ/mol
Net charge: +2
LUMO energy (alpha / beta): -0.20029 / -0.19048 hartree

```
78
Properties=species:S:1:pos:R:3:mulliken_charge:R:1
Cr -0.41923 -0.21679 0.56941 -0.007
N 0.81248 -0.06963 2.22458 0.153
C 0.58739 1.19998 2.94566 -0.809
C 0.41295 2.31613 1.92646 -0.699
N -0.42191 1.89323 0.76196 0.258
C 0.15732 2.40646 -0.51164 -0.568
C 1.40135 1.60487 -0.86953 -0.695
N 1.09311 0.15650 -0.78843 -0.240
C -1.84596 2.27356 0.92410 -0.692
C -2.50245 1.42080 2.00030 -0.718
N -2.16811 -0.01970 1.78500 0.115
H 0.69760 -0.87703 2.84077 0.145
H 1.78037 -0.17277 1.89900 0.167
H 1.41997 1.43519 3.60980 0.561
H -0.29259 1.07999 3.57374 0.314
H 1.39384 2.59778 1.54771 0.449
H -0.01268 3.20895 2.38981 0.330
H 0.38477 3.47275 -0.43301 0.428
H -0.59640 2.27623 -1.28697 0.327
H 2.22332 1.81047 -0.18374 0.400
H 1.74718 1.88513 -1.86432 0.521
H 1.91975 -0.41408 -0.56682 -0.035
H 0.72303 -0.19105 -1.67017 0.303
H -2.33595 2.10636 -0.03410 0.324
H -1.94317 3.33535 1.16667 0.521
H -3.58087 1.57903 1.99212 0.567
H -2.15218 1.71178 2.98796 0.266
H -2.90358 -0.46974 1.23961 -0.146
H -2.15934 -0.51909 2.67015 0.349
C 2.01194 -4.75289 -1.43526 -1.211
C 2.36499 -5.35407 -0.09297 0.487
C 3.85026 -5.48652 0.15250 -1.326
O 1.74261 -4.60342 1.01952 -0.268
P 1.59530 -3.06464 1.25463 0.825
S -0.21045 -2.54281 0.37845 -0.509
S 3.12462 -1.95454 0.72054 -0.520
O 1.24323 -2.95560 2.79893 -0.448
C 1.90107 -3.66386 3.93030 0.451
C 1.25438 -5.01843 4.10987 -1.305
C 3.40450 -3.71609 3.78253 -1.156
H 2.39079 -5.41022 -2.21802 0.506
H 2.47214 -3.77206 -1.56382 0.240
H 0.93178 -4.66615 -1.55406 0.258
H 1.88340 -6.32525 0.00978 0.262
H 4.34964 -4.52091 0.08856 0.242
H 4.27663 -6.14632 -0.60364 0.476
H 4.04413 -5.92856 1.12922 0.342
H 1.63897 -3.02015 4.77028 0.356
H 1.51742 -5.69099 3.29585 0.193
H 0.16992 -4.92810 4.15928 0.351
H 1.60388 -5.45544 5.04571 0.477
H 3.70184 -4.33944 2.93909 0.134
H 3.82112 -4.15788 4.68812 0.482
H 3.83577 -2.72503 3.65362 0.329
O -1.59797 -0.11889 -1.04293 0.052
S -2.92510 -0.08941 -1.81762 -0.140
C -2.62536 -1.08790 -3.24003 0.821
C -1.72870 -2.14993 -3.20190 0.008
C -1.55790 -2.90331 -4.34929 -0.893
C -2.28010 -2.60094 -5.50103 -0.561
C -3.16668 -1.53566 -5.52128 -0.703
C -3.33942 -0.75941 -4.38316 -0.541
C -4.05953 -1.06132 -0.86540 0.156
C -5.27035 -0.45006 -0.56033 -0.245
C -6.21155 -1.15469 0.17948 -0.821
C -5.92835 -2.44279 0.60796 -0.454
C -4.70989 -3.04254 0.29668 -0.945
C -3.76766 -2.35906 -0.45256 0.428
H -1.15824 -2.36670 -2.30574 0.219
H -0.86190 -3.73129 -4.34965 0.491
H -2.14022 -3.19876 -6.39150 0.432
H -3.71370 -1.29732 -6.42269 0.422
H -4.01442 0.08791 -4.38988 0.477
H -5.47740 0.55862 -0.89736 0.461
H -7.16137 -0.69643 0.41828 0.438
H -6.66375 -2.99095 1.18137 0.437
H -4.50308 -4.05292 0.62304 0.483
H -2.82979 -2.83442 -0.71537 0.423
```



4.
C5H5NO2 | ωB97M-V/def2-TZVPD

Results
2S+1: 1
HOMO-LUMO gap: 9.9 eV
HOMO: -0.341 Ha
Energy relative to the best compared isomer or geometry (same formula, charge and spin): 314.8 kJ/mol
LUMO energy: 0.02424 hartree
SMILES: CC(=O)c1ncco1

```
13
Properties=species:S:1:pos:R:3:mulliken_charge:R:1
C -2.16540 -0.04362 0.28572 -1.119
C -0.99205 0.41338 1.06220 0.457
O -0.96990 0.94653 2.08592 -0.446
C 0.36545 0.10118 0.35348 0.470
N 1.47768 -0.09133 0.91426 -0.492
C 2.44137 -0.29898 -0.14007 -0.540
C 1.61089 -0.26757 -1.35609 -0.154
O 0.38556 0.05679 -1.03484 -0.286
H -2.27273 -1.10630 0.03500 0.309
H -2.96270 0.18669 0.79121 0.461
H -2.17197 0.82688 -0.60768 0.226
H 3.35878 -0.40383 -0.09586 0.601
H 1.89505 -0.31981 -2.29325 0.512
```



5.
C7H14FIInNO3P | ωB97M-V/def2-TZVPD

Results
2S+1: 1
HOMO-LUMO gap: 6.8 eV
HOMO: -0.160 Ha
Net charge: -1
LUMO energy: 0.08878 hartree

```
29
Properties=species:S:1:pos:R:3:mulliken_charge:R:1
C 5.74722 0.31370 1.31500 -1.178
C 4.48144 0.76835 0.53420 0.484
O 4.84316 1.60055 -0.56388 -0.562
C 3.70270 -0.45209 0.01098 -0.573
O 2.42845 -0.07696 -0.46997 -0.730
In 1.02608 -1.30342 0.53120 1.120
F 1.00201 -3.10969 -0.50150 -0.727
P -1.27675 -0.23601 0.70205 -0.107
O -1.33566 1.27597 -0.08630 -0.519
I -1.50119 0.30500 3.10075 -0.194
H 5.63889 -0.75606 1.53816 0.315
H 6.65501 0.48146 0.72003 0.300
H 5.89544 0.87404 2.24861 0.295
H 3.80917 1.32135 1.20664 0.258
H 4.76012 2.50495 -0.29366 0.307
H 4.29674 -0.92536 -0.79362 0.223
H 3.61464 -1.19707 0.82305 0.249
H 1.59973 -1.72606 2.18787 -0.283
H -1.47908 1.16820 -1.02230 0.315
N -5.62746 0.14677 -0.02980 -0.009
C -4.49670 0.54070 -0.68747 -0.554
C -4.57632 0.07274 -1.97417 -0.316
C -5.80578 -0.62620 -2.09633 -0.513
C -6.43405 -0.56194 -0.87953 -0.475
H -5.83252 0.34593 0.93012 0.195
H -3.73668 1.11438 -0.18542 0.571
H -3.83422 0.21559 -2.74285 0.362
H -6.18576 -1.12070 -2.97549 0.378
H -7.37865 -0.95809 -0.54638 0.368
```